Entry 1:
{"formula": "C33H72F3N4O3S", "method": "the ωB97M-V functional and the def2-TZVPD basis", "max_force_ev_per_a": 3.42, "e_lumo_ev": -5.856, "de_lowest_kcal_mol": 63.0, "charge": 3, "homo_ev": -16.5, "species": ["C", "C", "C", "N", "C", "C", "C", "C", "C", "H", "H", "H", "H", "H", "H", "H", "H", "H", "H", "H", "H", "H", "H", "H", "H", "H", "H", "C", "C", "C", "N", "C", "C", "C", "C", "C", "H", "H", "H", "H", "H", "H", "H", "H", "H", "H", "H", "H", "H", "H", "H", "H", "H", "H", "C", "C", "C", "N", "C", "C", "C", "C", "C", "H", "H", "H", "H", "H", "H", "H", "H", "H", "H", "H", "H", "H", "H", "H", "H", "H", "H", "C", "C", "C", "N", "C", "C", "C", "C", "C", "H", "H", "H", "H", "H", "H", "H", "H", "H", "H", "H", "H", "H", "H", "H", "H", "H", "H", "C", "F", "F", "F", "S", "O", "O", "O"], "coordinates": [[15.2788, -0.3500, -15.5622], [14.6550, -0.5930, -14.2748], [13.3218, -1.3670, -14.2590], [12.8999, -1.8481, -12.8773], [12.8244, -0.6381, -11.9001], [11.5783, -2.6395, -13.0754], [11.8089, -4.1646, -13.0723], [13.0169, -4.2881, -12.2712], [13.8159, -2.9922, -12.3285], [14.5617, 0.1922, -16.1786], [15.4666, -1.2528, -16.1434], [16.2133, 0.2063, -15.4889], [14.5673, 0.3698, -13.7714], [15.4047, -1.1792, -13.7434], [13.3621, -2.2325, -14.9204], [12.5318, -0.7320, -14.6601], [13.8274, -0.3644, -11.5726], [12.2691, -1.0114, -11.0396], [12.2645, 0.1699, -12.3708], [10.9967, -2.3281, -12.2077], [11.0914, -2.3459, -14.0053], [11.0608, -4.7546, -12.5428], [11.9062, -4.4644, -14.1157], [12.8181, -4.3829, -11.2036], [13.5530, -5.1791, -12.5981], [14.1471, -2.6714, -11.3408], [14.6891, -3.2137, -12.9421], [18.6214, 2.8429, -7.6088], [18.5369, 1.9069, -6.4373], [18.6667, 0.4392, -6.7484], [17.9022, -0.5179, -5.7178], [18.4832, -0.3331, -4.2785], [18.0234, -1.9472, -6.2488], [16.8508, -2.7010, -5.6126], [15.7482, -1.6443, -5.7484], [16.3628, -0.2669, -5.7687], [18.5017, 3.8674, -7.2563], [17.7399, 2.6089, -8.2058], [19.5496, 2.8007, -8.1786], [17.7864, 2.1143, -5.6745], [19.4299, 2.1262, -5.8521], [19.7047, 0.1301, -6.6259], [18.4078, 0.2210, -7.7845], [19.5522, -0.1782, -4.4243], [18.2432, -1.2613, -3.7601], [18.1478, 0.6008, -3.8274], [18.9906, -2.3018, -5.8926], [17.9388, -1.8970, -7.3344], [17.1119, -2.9990, -4.5971], [16.4876, -3.5472, -6.1958], [14.9705, -1.6956, -4.9864], [15.1121, -1.7480, -6.6274], [16.0613, 0.4421, -4.9977], [16.1757, 0.1318, -6.7658], [10.4937, 3.1111, -10.4040], [11.4289, 3.4668, -9.2548], [12.8658, 3.9635, -9.5916], [13.7089, 4.1933, -8.2910], [13.7014, 2.9969, -7.3758], [13.2941, 5.5706, -7.6408], [14.3854, 6.6005, -7.9276], [15.3765, 6.0085, -8.9512], [15.1671, 4.4987, -8.7688], [10.9008, 2.2981, -11.0050], [10.4343, 4.0016, -11.0298], [9.4948, 2.9292, -10.0074], [11.4644, 2.5660, -8.6421], [10.9121, 4.1710, -8.6029], [12.7535, 4.9044, -10.1303], [13.4070, 3.2313, -10.1908], [14.5627, 3.2171, -6.7452], [13.9359, 2.0966, -7.9438], [12.7873, 2.9007, -6.7898], [13.2526, 5.1922, -6.6194], [12.3048, 5.8768, -7.9809], [14.8608, 7.0254, -7.0435], [13.8605, 7.4630, -8.3382], [16.4288, 6.2213, -8.7629], [15.1966, 6.3054, -9.9845], [15.8513, 4.3521, -7.9331], [15.4280, 3.9342, -9.6640], [16.0755, -3.4108, -9.2608], [16.8978, -3.4132, -10.5276], [18.2419, -2.8101, -10.4056], [19.0559, -2.8981, -11.7036], [19.5460, -4.3321, -11.8211], [18.2628, -2.5202, -13.0404], [19.1978, -1.7711, -13.9425], [20.5715, -1.7731, -13.2560], [20.2617, -1.8554, -11.7562], [15.2496, -4.0536, -9.5654], [15.7465, -2.3845, -9.0980], [16.6602, -3.8510, -8.4530], [16.3704, -2.8701, -11.3118], [16.9877, -4.3856, -11.0118], [18.8919, -3.0800, -9.5733], [18.1740, -1.7503, -10.1602], [18.7602, -5.0589, -11.6153], [20.2188, -4.4458, -10.9711], [20.0587, -4.3440, -12.7829], [17.9954, -3.4192, -13.5957], [17.4569, -1.8359, -12.7752], [19.2900, -2.2676, -14.9085], [18.8768, -0.7310, -13.9992], [21.1972, -2.5810, -13.6353], [21.0302, -0.8395, -13.5818], [21.0851, -2.1587, -11.1096], [19.8104, -0.9133, -11.4451], [17.8459, 2.0647, -11.1159], [18.0986, 1.9880, -12.4453], [18.8523, 1.4745, -10.4110], [17.7678, 3.3717, -10.6908], [16.2025, 1.0926, -10.7576], [15.1003, 1.7733, -11.4387], [16.3641, -0.3106, -11.2557], [15.9609, 1.1503, -9.2720]]}


Entry 2:
{"formula": "C15H12ClNO5S2W", "method": "the ωB97M-V functional and the def2-TZVPD basis", "max_force_ev_per_a": 0.67, "e_lumo_ev": -10.169, "de_lowest_kcal_mol": 0.0, "charge": 2, "homo_ev": -15.1, "species": ["W", "O", "C", "O", "C", "C", "C", "C", "S", "C", "C", "H", "H", "H", "H", "H", "Cl", "C", "H", "H", "O", "N", "O", "C", "O", "C", "C", "C", "C", "S", "C", "C", "H", "H", "H", "H", "H"], "coordinates": [[1.3441, -1.2972, 0.6589], [1.3836, 1.0694, -6.9892], [1.2532, -0.0530, -6.2796], [0.6964, -1.0195, -6.7111], [1.7850, -0.0479, -4.8663], [2.2668, -1.2591, -4.3704], [2.6847, -1.3575, -3.0548], [2.5759, -0.2419, -2.2339], [3.0232, -0.3474, -0.5073], [2.1163, 0.9777, -2.7145], [1.7261, 1.0676, -4.0481], [1.9834, 1.7029, -6.5717], [2.2995, -2.1125, -5.0324], [3.0956, -2.2818, -2.6739], [2.0597, 1.8435, -2.0710], [1.3455, 2.0081, -4.4257], [2.1249, 0.0733, 2.5917], [0.5498, 0.3110, 1.7315], [0.5199, 1.3060, 1.2864], [-0.2854, 0.0987, 2.4049], [-0.4810, -1.4727, -1.7258], [0.1792, -1.3682, -0.8043], [-3.0022, -5.1910, -2.6842], [-1.8867, -4.4873, -2.7506], [-1.5025, -3.9307, -3.7361], [-1.0638, -4.2874, -1.4910], [0.3308, -4.4160, -1.6234], [1.1460, -4.0807, -0.5731], [0.5801, -3.5365, 0.6266], [1.6036, -3.1447, 2.0050], [-0.8482, -3.4854, 0.7543], [-1.6516, -3.8644, -0.2909], [-3.1020, -5.7079, -1.8698], [0.7368, -4.7636, -2.5616], [2.2231, -4.1927, -0.6321], [-1.2715, -3.1315, 1.6850], [-2.7281, -3.8002, -0.2078]]}


What did the second record say?
{"formula": "C15H12ClNO5S2W", "method": "the ωB97M-V functional and the def2-TZVPD basis", "max_force_ev_per_a": 0.67, "e_lumo_ev": -10.169, "de_lowest_kcal_mol": 0.0, "charge": 2, "homo_ev": -15.1, "species": ["W", "O", "C", "O", "C", "C", "C", "C", "S", "C", "C", "H", "H", "H", "H", "H", "Cl", "C", "H", "H", "O", "N", "O", "C", "O", "C", "C", "C", "C", "S", "C", "C", "H", "H", "H", "H", "H"], "coordinates": [[1.3441, -1.2972, 0.6589], [1.3836, 1.0694, -6.9892], [1.2532, -0.0530, -6.2796], [0.6964, -1.0195, -6.7111], [1.7850, -0.0479, -4.8663], [2.2668, -1.2591, -4.3704], [2.6847, -1.3575, -3.0548], [2.5759, -0.2419, -2.2339], [3.0232, -0.3474, -0.5073], [2.1163, 0.9777, -2.7145], [1.7261, 1.0676, -4.0481], [1.9834, 1.7029, -6.5717], [2.2995, -2.1125, -5.0324], [3.0956, -2.2818, -2.6739], [2.0597, 1.8435, -2.0710], [1.3455, 2.0081, -4.4257], [2.1249, 0.0733, 2.5917], [0.5498, 0.3110, 1.7315], [0.5199, 1.3060, 1.2864], [-0.2854, 0.0987, 2.4049], [-0.4810, -1.4727, -1.7258], [0.1792, -1.3682, -0.8043], [-3.0022, -5.1910, -2.6842], [-1.8867, -4.4873, -2.7506], [-1.5025, -3.9307, -3.7361], [-1.0638, -4.2874, -1.4910], [0.3308, -4.4160, -1.6234], [1.1460, -4.0807, -0.5731], [0.5801, -3.5365, 0.6266], [1.6036, -3.1447, 2.0050], [-0.8482, -3.4854, 0.7543], [-1.6516, -3.8644, -0.2909], [-3.1020, -5.7079, -1.8698], [0.7368, -4.7636, -2.5616], [2.2231, -4.1927, -0.6321], [-1.2715, -3.1315, 1.6850], [-2.7281, -3.8002, -0.2078]]}